(1)
Computed, not measured: a cluster of 13 separate species, C16H55N3O13 in total at a distorted geometry, with wB97M-V/def2-TZVPD.

```
87
Properties=species:S:1:pos:R:3:forces:R:3
C -0.8937 5.1510 2.1211 -0.8 -0.3 0.2
O -0.2480 4.0603 1.4584 -0.5 0.0 0.1
H -1.9791 4.9487 2.1687 0.4 0.2 0.0
H -0.5283 5.2366 3.1465 0.1 0.1 0.0
H -0.7638 6.0955 1.5931 0.3 -0.2 -0.1
H -0.8201 3.2931 1.6721 0.5 0.0 0.0
C -4.4156 -0.3357 -1.6357 0.7 -1.3 0.7
O -4.7954 0.9091 -1.1566 -0.1 1.4 0.2
H -5.2810 -0.9758 -1.7706 -0.1 -0.2 -0.3
H -3.7762 -0.3254 -2.4956 0.0 0.3 -0.9
H -3.7581 -0.8069 -0.8957 -0.3 0.0 0.3
H -4.8440 1.5414 -1.8810 0.0 -0.2 0.1
C -1.4937 -2.8611 -2.4169 -0.9 1.2 -0.9
O -0.7149 -1.6941 -2.7110 0.1 -0.7 0.2
H -2.2800 -2.5980 -1.6723 0.6 -0.6 -0.2
H -1.9701 -3.0881 -3.3648 -0.4 -0.1 -0.1
H -0.9103 -3.7383 -2.2069 0.4 -0.2 0.7
H -0.1916 -1.4919 -1.9236 -0.1 0.5 0.3
C -3.9058 -4.0502 0.5760 0.3 0.3 -1.0
O -3.1947 -2.9331 1.0820 0.7 -0.2 0.1
H -3.8410 -4.9496 1.1916 -0.1 0.1 0.3
H -4.9343 -3.7315 0.4190 -0.1 -0.2 0.2
H -3.4835 -4.3043 -0.4121 -0.3 -0.1 0.2
H -2.2569 -3.0999 0.8448 -0.4 0.2 0.4
C 2.6703 -1.1932 -3.1153 1.1 -0.7 -0.4
O 3.9118 -1.6938 -2.6227 0.0 0.1 -0.6
H 2.6474 -0.1206 -3.1910 0.0 0.7 0.3
H 2.6102 -1.5511 -4.1438 -0.3 -0.2 0.1
H 1.8451 -1.5512 -2.5326 -0.6 -0.2 0.2
H 3.9510 -1.7462 -1.6658 -0.1 0.1 0.2
C -0.5251 1.4212 -3.5004 0.4 -0.4 0.8
O -1.6060 0.6538 -3.9605 -0.3 0.2 -0.5
H -0.5208 2.4618 -3.8140 -0.4 0.0 -0.7
H -0.6091 1.4897 -2.4132 0.5 -0.1 0.2
H 0.4348 0.9590 -3.7938 -0.2 0.2 0.2
H -1.4517 -0.2383 -3.6009 0.0 0.1 0.0
C 4.1584 -0.2501 0.4240 -1.7 2.0 -0.2
O 4.4919 -1.5653 0.1434 0.6 -0.8 0.7
H 3.1043 -0.1809 0.6293 -0.6 0.1 0.0
H 4.6489 0.2196 1.2680 0.4 -0.3 0.3
H 4.3524 0.3646 -0.4356 0.1 0.5 -0.5
H 5.3445 -1.5226 0.5584 1.0 -1.5 -0.2
C -1.0359 -2.4493 3.7049 0.6 -0.8 -0.2
O -2.2437 -2.3243 4.4068 -0.8 0.7 -0.3
H -1.0334 -3.4451 3.2542 0.3 0.2 -0.5
H -0.7749 -1.6687 2.9637 -0.6 -0.3 0.2
H -0.2350 -2.4675 4.4286 0.2 0.2 0.4
H -2.9496 -2.4661 3.7545 0.2 0.1 0.3
C -3.3546 1.7964 1.8183 0.1 -0.7 -0.7
O -2.1499 2.0764 2.4939 0.8 1.1 -0.1
H -3.2923 0.7676 1.4239 -0.6 0.3 0.3
H -4.2094 1.9773 2.4753 -0.1 -0.2 -0.3
H -3.3844 2.4309 0.9289 -0.2 0.1 0.3
H -2.0037 1.4497 3.1930 0.0 -0.4 0.4
C -0.7463 0.1418 0.3105 -0.9 0.1 -0.2
O 0.2989 -0.3705 -0.4664 1.2 -0.3 -1.1
H -1.1423 1.1398 0.0087 0.5 -0.5 -0.1
H -1.5870 -0.5757 0.2067 0.4 0.4 0.3
H -0.4198 0.2082 1.3397 -0.2 0.1 0.5
H 0.9422 0.3174 -0.7875 -1.0 -0.3 0.7
O 1.6404 1.8133 -0.7524 -0.1 0.3 0.4
C 1.6516 2.8400 -1.4164 1.5 0.5 -1.0
N 0.7935 3.8531 -1.2482 -0.8 -0.3 1.2
C 2.7079 3.0501 -2.5104 -1.0 0.4 0.4
H 0.7772 4.6974 -1.7756 0.5 0.2 -0.5
H 0.2546 3.8737 -0.3771 0.0 -0.1 -0.3
H 2.1747 2.9598 -3.4534 0.3 -0.3 -0.3
H 3.5454 2.3930 -2.3882 0.1 -0.7 -0.1
H 3.1137 4.0486 -2.4792 0.0 0.5 0.1
O -0.4814 -3.5506 0.4875 0.4 -0.2 0.1
C 0.6687 -3.9678 0.4114 0.3 -0.6 -0.8
N 1.7126 -3.1138 0.1489 -0.7 -0.7 0.4
C 0.9976 -5.4944 0.3317 -0.4 1.5 -0.3
H 1.4742 -2.1512 0.0849 -0.5 0.9 0.0
H 2.6798 -3.2621 0.3494 0.3 -0.6 0.0
H 1.9968 -5.6646 0.6975 0.2 -0.3 0.3
H 0.9972 -5.7350 -0.7336 0.1 0.1 0.0
H 0.2294 -6.1178 0.7797 0.1 0.2 0.4
O 4.5313 2.7234 2.6660 -2.6 0.9 -0.3
C 3.3218 3.0269 2.5546 1.3 0.0 -0.3
N 2.8751 4.2821 2.1667 1.3 -0.2 0.1
C 2.1896 2.0262 2.7896 0.5 0.1 -0.5
H 1.9224 4.4484 1.9009 -0.3 -0.4 0.1
H 3.5517 4.9841 1.8592 -0.3 -0.7 0.3
H 2.5803 1.1938 3.3545 0.1 -0.2 0.3
H 1.8855 1.6182 1.8044 -0.1 0.4 0.4
H 1.3514 2.4785 3.3263 0.0 -0.1 -0.3
```
Positions in Å, forces in eV/Å.

## Properties
**Total charge**: 0
**Lowest unoccupied orbital energy**: 0.34 eV
**Calculated total energy**: -48570.0821 eV

=====

(2)
Computed, not measured: a structure of composition C16H55NO11 at a distorted geometry, with wB97M-V/def2-TZVPD.

```
83
Properties=species:S:1:pos:R:3:forces:R:3
C 12.7290 -0.5513 9.0235 0.0 -0.4 -0.3
C 13.3436 0.6949 9.6133 -1.1 -0.7 0.0
O 14.7714 0.5597 9.7114 -0.8 -6.0 -3.1
H 13.0856 -0.7441 8.0079 -0.1 0.2 -0.1
H 11.6398 -0.4851 8.9906 0.1 0.1 0.0
H 12.9919 -1.4446 9.5936 0.0 0.1 0.2
H 13.0143 0.8670 10.6380 -0.1 -0.1 -0.4
H 13.1003 1.5918 9.0393 0.2 -0.1 -0.1
H 15.1599 0.5388 8.8151 0.3 0.0 -0.5
C 19.3403 1.3100 16.2894 -0.3 0.0 -0.1
C 19.8942 2.6597 16.6818 0.1 0.2 0.2
O 20.3249 2.5852 18.0426 0.0 0.0 -0.1
H 19.2969 1.2252 15.2035 0.1 0.0 0.0
H 18.3201 1.1730 16.6512 0.1 0.0 0.1
H 19.9487 0.5043 16.6974 0.1 0.0 -0.1
H 19.1305 3.4388 16.5789 0.0 -0.1 -0.1
H 20.7303 2.9519 16.0374 0.0 -0.2 0.0
H 20.7466 3.4193 18.2663 0.0 0.0 0.1
C 19.6613 -4.9832 15.0685 -0.1 -0.1 0.6
C 19.0306 -4.1600 13.9734 0.3 0.4 0.2
O 19.1171 -4.8627 12.7550 -0.1 -0.1 0.1
H 19.1324 -5.9318 15.1803 0.2 -0.1 -0.2
H 19.5800 -4.4914 16.0427 -0.1 0.2 -0.1
H 20.7248 -5.1552 14.9080 -0.1 -0.1 -0.2
H 19.5524 -3.1948 13.8953 0.0 0.0 0.0
H 17.9966 -3.9164 14.2564 -0.1 -0.2 -0.2
H 18.7690 -4.2941 12.0529 -0.1 -0.1 -0.1
C 20.5570 2.0430 11.5462 -0.1 -0.4 0.0
C 19.9444 3.2102 12.2919 0.3 -0.1 0.5
O 20.3050 4.4504 11.7077 -0.1 -0.1 0.0
H 21.6417 2.0084 11.6495 0.0 0.2 -0.2
H 20.2739 2.0934 10.4907 0.2 0.0 0.0
H 20.1956 1.0823 11.9180 -0.2 0.0 0.1
H 20.3125 3.2435 13.3230 0.1 0.0 -0.1
H 18.8581 3.0833 12.3868 -0.1 0.2 -0.3
H 20.3621 4.3001 10.7547 -0.1 0.1 -0.1
C 17.8654 -0.6451 13.0390 -0.7 -0.7 -0.2
C 16.8471 -0.0160 12.0997 0.8 0.7 0.5
O 16.3517 -1.0396 11.2376 -0.2 0.1 0.0
H 18.4379 0.0616 13.6282 -0.1 0.2 0.0
H 18.5434 -1.3030 12.4926 0.2 0.2 -0.1
H 17.2937 -1.3041 13.6999 0.3 0.1 0.3
H 17.2887 0.8202 11.5442 0.0 -0.3 -0.3
H 16.0370 0.4429 12.6725 -0.1 -0.2 0.0
H 15.7705 -0.5861 10.5959 0.0 -0.1 0.0
C 17.3638 -1.1707 7.6032 -0.1 -0.6 0.3
C 17.6216 0.3132 7.7648 -0.1 -0.5 -0.5
O 16.3950 0.9975 7.5372 -0.1 -0.2 0.1
H 16.4915 -1.4811 8.1878 0.0 0.1 0.0
H 18.1852 -1.7976 7.9592 0.2 0.3 0.0
H 17.1796 -1.4643 6.5695 -0.1 0.3 -0.1
H 18.3448 0.6048 6.9953 0.1 0.2 0.2
H 18.0248 0.5243 8.7603 0.0 0.1 0.0
H 16.5803 1.9619 7.4795 -0.1 0.2 0.1
O 14.8811 2.4559 10.5865 0.3 5.3 2.9
H 14.9237 1.6452 10.0619 1.1 1.5 0.7
H 14.5635 2.1537 11.4517 0.1 0.3 -0.3
O 14.2075 -1.6829 13.1297 0.0 0.0 -0.1
H 14.8632 -1.6611 12.4153 0.2 -0.1 -0.1
H 14.5229 -2.3690 13.7243 -0.1 0.0 0.1
O 17.9644 -3.3072 10.6666 0.1 0.0 -0.1
H 17.5365 -2.4488 10.8128 -0.2 0.1 0.0
H 17.4525 -3.7236 9.9680 0.0 -0.1 0.0
O 13.4730 1.0124 12.5749 -0.1 0.1 0.5
H 13.7308 0.1421 12.9143 -0.1 -0.2 0.2
H 12.9993 1.4366 13.2957 0.0 0.0 0.0
C 17.4284 4.0136 9.7563 -0.4 0.0 -0.2
C 17.7850 4.4189 8.3345 -1.0 0.3 0.2
C 19.1895 4.0126 7.9369 0.1 -0.1 0.0
O 20.1788 4.5314 8.7977 0.1 0.0 0.0
C 20.2755 5.9498 8.8079 0.1 0.0 -0.3
N 16.8409 3.7867 7.3863 0.5 -0.4 -0.5
H 17.5779 2.9415 9.9124 0.2 0.1 0.1
H 16.3603 4.1650 9.9331 0.1 0.0 -0.1
H 17.9541 4.6205 10.4902 0.3 -0.2 0.0
H 17.6251 5.5032 8.2762 0.5 0.1 -0.1
H 19.4253 4.2733 6.8946 -0.1 0.3 0.0
H 19.2769 2.9232 7.9888 -0.1 0.0 0.2
H 19.9876 6.3672 7.8382 0.0 0.0 0.0
H 21.3210 6.1914 8.9893 0.0 0.1 0.1
H 19.6502 6.3918 9.5862 0.0 0.0 0.0
H 15.9175 4.2022 7.3948 0.0 0.1 0.4
H 17.1879 3.9253 6.4404 -0.1 0.0 0.0
```
Positions in Å, forces in eV/Å.

## Properties
**Total charge**: 0
**Lowest unoccupied orbital energy**: 0.45 eV
**ΔE to the lowest compared entry with this formula, charge and spin**: 0.0 kJ/mol
**Calculated total energy**: -41494.6040 eV

=====

Question: Among the records above, which one has the highest calculated total energy?
Answer: C16H55NO11

=====

Question: calculated total energy of number 1 (C16H55N3O13)?
Answer: -48570.0821 eV